{
  "formula": "C35H46As2BiN3O2S7",
  "method": "ωB97M-V/def2-TZVPD",
  "symbols": ["Bi", "C", "O", "C", "N", "C", "C", "C", "C", "C", "C", "C", "C", "C", "C", "C", "C", "N", "C", "N", "C", "C", "O", "C", "C", "C", "C", "C", "C", "H", "H", "H", "H", "H", "H", "H", "H", "H", "H", "H", "H", "H", "H", "H", "H", "H", "H", "H", "C", "C", "S", "C", "C", "S", "C", "C", "S", "H", "H", "H", "H", "H", "H", "H", "H", "H", "H", "H", "H", "S", "As", "S", "S", "S", "C", "C", "As", "C", "C", "C", "C", "H", "H", "H", "H", "H", "H", "H", "H", "H", "H", "H", "H", "H", "H", "H"],
  "coordinates": [[-0.453462, 0.650295, 0.222147], [4.381309, -1.478792, -0.081611], [3.405588, -2.054641, -0.974998], [2.207958, -1.795866, -0.417634], [2.190514, -1.227743, 0.717158], [3.571570, -1.173234, 1.203685], [3.926246, 0.103344, 2.041239], [5.183730, 0.759864, 1.507837], [5.401468, 2.072326, 1.561788], [4.368232, 2.983240, 2.036500], [3.134908, 2.529764, 2.256804], [2.744683, 1.103085, 2.006780], [0.987063, -2.269451, -1.100287], [0.998476, -2.954845, -2.307996], [-0.208807, -3.422111, -2.803970], [-1.376490, -3.189935, -2.097288], [-1.290317, -2.499100, -0.892801], [-0.131095, -2.056070, -0.410048], [-2.459313, -2.300992, -0.012575], [-2.348398, -1.932003, 1.202062], [-3.662276, -2.154116, 1.826661], [-4.589932, -2.324456, 0.604438], [-3.673030, -2.633582, -0.468522], [-4.062485, -1.090884, 2.811076], [-3.922055, 0.252142, 2.495615], [-4.218220, 1.235094, 3.425456], [-4.708193, 0.878361, 4.674246], [-4.897012, -0.461684, 4.980124], [-4.557034, -1.444120, 4.061844], [5.171255, -2.211332, 0.071259], [4.785378, -0.585143, -0.558914], [3.670141, -2.036320, 1.873553], [5.979888, 0.101846, 1.177755], [6.349618, 2.490485, 1.245556], [4.625682, 4.025307, 2.182208], [2.335428, 3.214134, 2.526946], [2.382527, 1.081372, 0.974905], [1.933292, -3.125918, -2.823591], [-0.235661, -3.972615, -3.734523], [-2.339225, -3.511645, -2.467731], [-3.577417, -3.099605, 2.376289], [-5.300169, -3.141031, 0.702130], [-5.111372, -1.396818, 0.357680], [-3.577635, 0.533949, 1.511006], [-4.070523, 2.275666, 3.166349], [-4.953339, 1.637920, 5.405372], [-5.312517, -0.747001, 5.938426], [-4.675848, -2.489475, 4.324459], [4.427239, 3.389381, -2.152033], [4.353392, 2.413395, -3.336699], [3.521135, 0.813113, -3.007208], [1.817750, 1.114742, -3.582020], [1.143147, 2.284172, -2.885657], [1.489375, 2.253442, -1.096324], [1.088140, 3.987100, -0.702084], [2.360336, 4.830708, -0.727321], [3.287426, 4.822770, -2.301996], [5.424970, 3.825653, -2.105505], [4.220720, 2.885813, -1.210423], [5.360805, 2.123486, -3.633001], [3.865658, 2.863895, -4.201791], [1.290356, 0.179502, -3.380400], [1.834207, 1.280399, -4.659034], [0.061111, 2.270085, -3.028884], [1.543148, 3.230421, -3.240216], [0.644617, 3.992687, 0.292505], [0.337629, 4.322666, -1.418765], [3.042976, 4.515077, 0.059164], [2.095643, 5.877424, -0.573902], [-4.789823, 1.544346, -0.994350], [-2.908113, 2.275035, -1.416134], [-1.533465, 0.470187, -1.995376], [-1.768265, 2.690304, 0.595469], [-2.548946, 3.826381, -2.733334], [1.806504, 2.675664, 5.216680], [1.485260, 1.204173, 4.951487], [1.007334, 0.833091, 3.034652], [4.212625, -0.304674, 3.506425], [5.459601, -1.163594, 3.706412], [0.642923, -1.106783, 3.217086], [-0.058398, -1.461008, 4.526564], [1.815366, 2.876032, 6.289194], [1.044582, 3.312174, 4.761377], [2.776925, 2.954888, 4.808349], [0.557677, 0.960102, 5.473404], [2.267618, 0.559222, 5.348016], [4.318970, 0.611954, 4.092854], [3.337340, -0.842193, 3.876628], [5.519887, -1.486535, 4.745399], [6.364217, -0.602363, 3.474658], [5.442023, -2.060626, 3.083210], [1.554592, -1.687862, 3.100593], [-0.008849, -1.381589, 2.389723], [0.611042, -1.377255, 5.382999], [-0.414167, -2.491901, 4.484918], [-0.930071, -0.822570, 4.692925]],
  "forces_ev_per_angstrom": [[-0.1, 0.1, -0.2], [0.1, 0.2, 0.2], [-0.1, -0.4, -0.2], [0.3, 0.3, 0.4], [-0.2, 0.0, -0.1], [0.1, -0.1, -0.2], [-0.2, 0.0, 0.2], [0.1, 0.0, 0.0], [0.0, -0.1, -0.1], [0.0, 0.1, 0.1], [-0.1, 0.1, -0.1], [-0.1, -0.1, 0.0], [-0.3, -0.1, -0.1], [0.2, 0.0, 0.1], [0.0, 0.0, 0.0], [-0.1, 0.1, 0.0], [0.4, -0.2, -0.3], [-0.2, -0.3, -0.1], [-0.1, 0.2, 0.7], [0.3, 0.1, -0.2], [-0.1, -0.1, -0.2], [-0.1, 0.3, 0.3], [0.1, -0.3, -0.4], [0.0, -0.1, 0.1], [0.1, 0.0, -0.1], [0.0, 0.0, 0.0], [0.0, 0.0, 0.0], [0.0, 0.0, 0.1], [0.0, 0.0, 0.0], [0.0, 0.0, 0.0], [-0.1, 0.0, 0.0], [0.0, 0.1, 0.0], [0.0, 0.0, 0.0], [0.0, -0.1, 0.0], [-0.1, 0.0, 0.0], [0.1, 0.1, 0.0], [-0.1, 0.0, 0.0], [0.0, 0.0, 0.0], [0.0, 0.0, 0.0], [0.0, -0.1, 0.0], [0.0, 0.0, -0.1], [0.0, 0.0, 0.0], [0.1, 0.0, -0.1], [0.0, 0.1, -0.1], [0.0, 0.0, 0.0], [0.0, 0.0, 0.0], [0.1, 0.0, 0.0], [0.0, 0.0, 0.0], [-0.1, 0.3, -0.1], [-0.3, -0.3, 0.2], [0.1, 0.0, -0.3], [0.3, 0.1, 0.3], [-0.1, -0.3, 0.1], [0.0, 0.4, -0.1], [0.3, -0.1, -0.1], [0.0, -0.2, -0.3], [0.1, 0.1, 0.1], [0.0, -0.1, 0.0], [0.1, 0.0, 0.0], [0.0, 0.1, 0.0], [0.1, 0.0, 0.0], [0.0, 0.0, 0.0], [-0.1, 0.0, 0.0], [0.0, 0.0, 0.0], [0.0, 0.0, 0.1], [-0.1, 0.0, 0.0], [-0.1, 0.0, 0.1], [0.0, 0.1, 0.1], [0.0, 0.0, 0.1], [0.0, -0.1, 0.1], [0.3, 0.0, 0.1], [-0.5, 0.1, 0.0], [-0.6, 0.0, -0.2], [0.2, 0.0, 0.0], [-0.1, -0.2, -0.1], [-0.2, 0.4, -0.3], [0.7, -0.1, 0.9], [0.2, -0.1, -0.2], [-0.1, 0.1, 0.0], [0.0, -0.1, 0.1], [0.0, 0.1, -0.1], [0.0, 0.0, 0.0], [0.1, 0.1, 0.0], [0.0, 0.0, 0.1], [0.0, -0.1, 0.0], [0.0, -0.1, -0.2], [-0.1, 0.0, 0.0], [0.0, 0.0, 0.1], [0.1, 0.0, 0.0], [0.0, 0.0, 0.0], [0.0, 0.0, 0.0], [0.0, 0.0, 0.0], [0.0, 0.0, -0.1], [-0.1, 0.0, 0.0], [0.0, 0.0, 0.0], [0.0, 0.0, 0.1]],
  "e_above_lowest_kcal_mol": 24.0,
  "total_charge": 0,
  "molar_mass_g_mol": 1124.065,
  "e_tot_ev": -248971.288,
  "e_homo_ev": -7.5,
  "homo_lumo_gap_ev": 6.869
}

{
  "formula": "C16H15Cl4O5",
  "method": "ωB97M-V/def2-TZVPD",
  "symbols": ["Cl", "C", "C", "Cl", "C", "O", "C", "O", "C", "Cl", "C", "Cl", "C", "C", "O", "C", "C", "C", "O", "C", "C", "C", "C", "C", "O", "H", "H", "H", "H", "H", "H", "H", "H", "H", "H", "H", "H", "H", "H", "H"],
  "coordinates": [[0.076376, 5.470843, 1.884047], [0.967597, 4.026862, 1.693155], [0.310455, 2.840071, 1.427649], [-1.377971, 2.780523, 1.248922], [1.022105, 1.592673, 1.186579], [0.478397, 0.590633, 0.736989], [2.522866, 1.587318, 1.510996], [3.141887, 0.529777, 1.630474], [3.141480, 2.899906, 1.657581], [4.838592, 2.918824, 1.736467], [2.400981, 4.070806, 1.725888], [3.175885, 5.588325, 1.875160], [2.872048, -2.919471, 1.340563], [1.508114, -2.469098, 1.802031], [0.681147, -2.284213, 0.644571], [-0.585726, -1.918681, 0.952456], [-1.239773, -1.337141, -0.262081], [-2.515655, -0.680323, -0.082153], [-2.830978, -0.089523, 0.943049], [-3.465606, -0.671869, -1.293374], [-3.129245, 0.467905, -2.237963], [-1.691213, 0.441626, -2.765170], [-1.076543, -0.961944, -2.867102], [-0.586140, -1.615519, -1.551699], [-1.087690, -2.043552, 2.051361], [3.448335, -3.265262, 2.210857], [2.808816, -3.740602, 0.613217], [3.401929, -2.076177, 0.881508], [1.052310, -3.233300, 2.446512], [1.589048, -1.502326, 2.327657], [-3.415802, -1.645474, -1.801653], [-4.483804, -0.535737, -0.912917], [-3.812114, 0.401201, -3.095893], [-3.329815, 1.423607, -1.734682], [-1.699046, 0.865444, -3.780803], [-1.041925, 1.083334, -2.159862], [-1.763257, -1.642313, -3.380202], [-0.177597, -0.889230, -3.494539], [0.480799, -1.340798, -1.433905], [-0.609248, -2.717143, -1.673698]],
  "forces_ev_per_angstrom": [[-0.1, 0.3, 0.1], [-0.9, -1.3, -0.5], [0.2, 1.4, 0.1], [-0.2, -0.1, 0.1], [0.2, -1.1, 0.2], [0.8, 1.2, -0.2], [-0.1, -1.2, 0.3], [-0.6, 1.2, -0.3], [-0.7, 1.4, -0.1], [0.6, 0.0, 0.1], [1.0, -1.5, 0.0], [0.1, 0.1, 0.0], [0.3, 0.1, -0.1], [-0.1, -0.3, -0.1], [0.8, -0.5, 0.8], [-1.6, 1.6, -1.6], [-0.8, -0.5, 2.0], [1.0, -0.4, -0.7], [-0.7, 0.3, 0.4], [0.1, -0.1, 0.5], [-0.2, 0.1, -0.3], [0.2, -0.1, -0.3], [0.2, 0.0, 0.2], [0.3, -0.2, -0.5], [0.5, -0.3, 0.2], [0.0, 0.1, -0.2], [-0.1, 0.2, 0.2], [0.0, -0.2, 0.0], [0.0, 0.4, 0.0], [-0.2, -0.4, 0.0], [0.0, 0.2, 0.0], [0.1, -0.1, 0.0], [0.0, 0.1, 0.1], [0.0, -0.2, -0.1], [0.1, 0.1, 0.2], [0.0, -0.1, 0.1], [-0.1, 0.1, -0.1], [-0.3, -0.1, -0.1], [-0.3, -0.1, 0.0], [0.4, 0.2, -0.3]],
  "e_above_lowest_kcal_mol": 18.4,
  "total_charge": -1,
  "molar_mass_g_mol": 429.103,
  "e_tot_ev": -77161.647,
  "e_homo_ev": -2.8,
  "homo_lumo_gap_ev": 3.064
}

{
  "formula": "C25H18BrN4OS2Sn",
  "method": "ωB97M-V/def2-TZVPD",
  "symbols": ["Sn", "N", "C", "S", "N", "N", "C", "C", "C", "C", "C", "C", "C", "O", "H", "H", "H", "H", "H", "H", "H", "Br", "C", "C", "C", "C", "C", "C", "C", "C", "C", "C", "H", "H", "H", "H", "H", "H", "S", "C", "N", "C", "C", "C", "C", "C", "C", "H", "H", "H", "H", "H"],
  "coordinates": [[0.433554, 0.248375, -0.239360], [2.653704, 4.373910, 0.382118], [2.311589, 3.080847, 0.032429], [0.723888, 2.897328, -0.658774], [3.242050, 2.195953, 0.207085], [2.880908, 0.914344, -0.174073], [3.847195, 0.086078, -0.236464], [3.720340, -1.324828, -0.578611], [4.829378, -2.137702, -0.318382], [4.836810, -3.490507, -0.587779], [3.695112, -4.052816, -1.165758], [2.598334, -3.275116, -1.459852], [2.555553, -1.887465, -1.172306], [1.486812, -1.216694, -1.481868], [1.880146, 4.988849, 0.563103], [3.456759, 4.454441, 0.985283], [4.851128, 0.452432, -0.005721], [5.707412, -1.671872, 0.119155], [5.704572, -4.096352, -0.361982], [3.673611, -5.113192, -1.392698], [1.708088, -3.703718, -1.903765], [-1.813843, -2.101256, 0.211255], [-2.760904, -1.601020, -1.363822], [-3.911959, -2.297485, -1.595159], [-4.681300, -2.029324, -2.744312], [-4.245175, -1.095811, -3.632238], [-3.034709, -0.389456, -3.420404], [-2.582744, 0.510284, -4.414710], [-1.401171, 1.163405, -4.255562], [-0.660827, 0.995949, -3.065312], [-1.043425, 0.165228, -2.035320], [-2.249176, -0.593488, -2.241936], [-4.220239, -3.064905, -0.898994], [-5.596805, -2.580973, -2.917851], [-4.812014, -0.883009, -4.531946], [-3.190715, 0.653946, -5.301348], [-1.032830, 1.824190, -5.032399], [0.251998, 1.572460, -2.964433], [0.793102, 2.088656, 5.311718], [1.161683, 2.006228, 3.601662], [0.215112, 1.625237, 2.832208], [-0.931999, 1.359638, 3.564738], [-2.141489, 0.924623, 3.022526], [-3.201084, 0.688905, 3.873173], [-3.076760, 0.892785, 5.254247], [-1.887244, 1.325353, 5.806074], [-0.813660, 1.556226, 4.947321], [2.150097, 2.265709, 3.242548], [-2.222565, 0.775477, 1.953891], [-4.140152, 0.334523, 3.468396], [-3.925078, 0.707751, 5.901078], [-1.791064, 1.477857, 6.873132]],
  "forces_ev_per_angstrom": [[-0.1, -0.5, 0.3], [0.0, 0.0, 0.0], [-0.1, 0.1, 0.0], [0.1, 0.0, -0.1], [0.0, -0.1, 0.1], [0.0, 0.2, -0.3], [0.0, -0.1, 0.0], [0.0, 0.1, 0.0], [0.0, 0.0, 0.0], [0.0, 0.0, 0.0], [0.1, 0.0, 0.0], [-0.1, 0.0, 0.0], [0.0, -0.1, 0.0], [0.0, 0.2, 0.0], [0.0, 0.0, 0.0], [0.0, 0.0, 0.0], [0.0, 0.0, 0.1], [0.0, 0.0, 0.0], [0.0, 0.0, 0.0], [0.0, 0.0, 0.0], [0.0, 0.0, 0.0], [-0.1, 0.0, -0.1], [0.1, 0.1, 0.0], [0.0, 0.0, 0.0], [0.0, 0.0, 0.0], [0.0, 0.0, 0.0], [0.0, 0.0, 0.0], [0.0, 0.0, 0.0], [0.0, 0.0, 0.0], [0.0, 0.0, 0.0], [0.1, 0.0, 0.0], [0.0, 0.0, 0.0], [0.0, 0.0, 0.0], [0.0, 0.0, 0.0], [0.0, 0.0, 0.0], [0.0, 0.0, 0.0], [0.0, 0.0, 0.0], [0.0, 0.0, 0.0], [0.0, 0.0, 0.0], [0.0, 0.0, 0.0], [0.0, 0.2, 0.1], [0.1, 0.0, 0.0], [0.0, 0.0, 0.0], [0.0, 0.0, 0.0], [0.0, 0.0, 0.0], [0.0, 0.0, 0.0], [0.0, 0.0, 0.0], [0.0, 0.0, 0.0], [0.0, 0.0, 0.0], [0.0, 0.0, 0.0], [0.0, 0.0, 0.0], [0.0, 0.0, 0.0]],
  "total_charge": -1,
  "molar_mass_g_mol": 653.195,
  "e_tot_ev": -131771.900,
  "e_homo_ev": -3.6,
  "homo_lumo_gap_ev": 5.923
}